C18H56CaN9O5P3 as an isolated structure at a distorted geometry. Source: the OMol25 dataset; level of theory: ωB97M-V with the def2-TZVPD basis set.

Last column: Löwdin charge in e.
CARTESIAN COORDINATES (ANGSTROEM)
Ca (-1.01, 27.37, 28.02)  1.577
O (-0.64, 25.67, 24.71)  -0.614
H (-1.13, 25.33, 23.94)  -0.153
O (-3.50, 27.29, 30.92)  -0.651
H (-3.92, 27.31, 31.80)  -0.167
O (-3.73, 30.62, 24.83)  -0.342
P (-4.32, 31.43, 23.69)  0.682
N (-5.38, 30.61, 22.63)  -0.325
C (-5.44, 29.15, 22.62)  -0.098
C (-6.32, 31.26, 21.76)  -0.139
N (-3.06, 31.86, 22.56)  -0.312
C (-1.98, 30.89, 22.41)  -0.112
C (-3.28, 32.64, 21.35)  -0.136
N (-5.16, 32.89, 24.23)  -0.316
C (-6.38, 32.85, 24.96)  -0.153
C (-4.45, 34.16, 24.51)  -0.120
H (-4.55, 28.82, 22.08)  0.070
H (-6.22, 28.72, 22.00)  0.081
H (-5.47, 28.79, 23.65)  0.080
H (-6.23, 32.33, 21.96)  0.070
H (-7.34, 30.90, 21.94)  0.081
H (-6.05, 31.04, 20.72)  0.078
H (-2.42, 29.99, 21.98)  0.069
H (-1.29, 31.28, 21.67)  0.077
H (-1.53, 30.59, 23.36)  0.075
H (-3.76, 33.60, 21.53)  0.070
H (-2.37, 32.92, 20.82)  0.078
H (-3.89, 32.13, 20.61)  0.066
H (-7.01, 32.08, 24.51)  0.073
H (-6.33, 32.60, 26.02)  0.088
H (-6.88, 33.81, 24.78)  0.088
H (-4.55, 34.56, 25.52)  0.080
H (-4.73, 34.91, 23.77)  0.077
H (-3.37, 33.98, 24.46)  0.071
O (1.43, 31.38, 29.50)  -0.349
P (1.63, 32.78, 30.10)  0.590
N (1.52, 34.06, 28.96)  -0.319
C (2.01, 33.96, 27.61)  -0.129
C (1.29, 35.47, 29.34)  -0.114
N (3.08, 33.07, 30.92)  -0.302
C (3.22, 34.14, 31.98)  -0.088
C (4.20, 32.12, 30.88)  -0.109
N (0.37, 33.04, 31.18)  -0.311
C (-0.99, 33.32, 30.72)  -0.126
C (0.34, 32.26, 32.46)  -0.080
H (1.27, 34.31, 26.90)  0.084
H (2.21, 32.92, 27.34)  0.071
H (2.98, 34.46, 27.57)  0.081
H (0.82, 36.14, 28.62)  0.083
H (2.24, 35.94, 29.58)  0.074
H (0.61, 35.34, 30.19)  0.057
H (2.62, 35.02, 31.75)  0.061
H (3.03, 33.75, 32.98)  0.068
H (4.25, 34.52, 32.03)  0.074
H (3.93, 31.28, 31.52)  0.081
H (4.35, 31.77, 29.86)  0.072
H (5.15, 32.63, 31.05)  0.079
H (-1.09, 33.96, 29.85)  0.072
H (-1.51, 32.40, 30.45)  0.083
H (-1.55, 33.79, 31.53)  0.082
H (0.09, 31.21, 32.30)  0.081
H (-0.38, 32.66, 33.18)  0.083
H (1.36, 32.26, 32.85)  0.057
O (1.82, 24.11, 30.45)  -0.327
P (2.09, 22.73, 30.96)  0.686
N (1.42, 21.45, 29.89)  -0.309
C (2.14, 21.15, 28.67)  -0.140
C (-0.06, 21.53, 29.72)  -0.107
N (1.41, 22.39, 32.54)  -0.318
C (1.60, 21.07, 33.15)  -0.133
C (0.75, 23.43, 33.36)  -0.092
N (3.74, 22.31, 31.29)  -0.315
C (4.56, 23.38, 31.69)  -0.154
C (4.36, 20.98, 31.42)  -0.130
H (3.18, 20.89, 28.84)  0.062
H (2.12, 22.01, 28.00)  0.083
H (1.78, 20.24, 28.18)  0.083
H (-0.22, 22.40, 29.08)  0.070
H (-0.64, 21.68, 30.63)  0.074
H (-0.46, 20.66, 29.20)  0.079
H (1.80, 20.34, 32.37)  0.055
H (2.48, 21.06, 33.79)  0.070
H (0.78, 20.77, 33.81)  0.078
H (0.23, 23.06, 34.24)  0.080
H (1.46, 24.21, 33.62)  0.069
H (0.06, 23.82, 32.61)  0.069
H (5.58, 23.05, 31.51)  0.087
H (4.40, 24.22, 31.01)  0.074
H (4.38, 23.77, 32.69)  0.084
H (5.08, 20.83, 30.61)  0.076
H (3.69, 20.13, 31.35)  0.067
H (4.90, 20.74, 32.34)  0.083

For the energy above the lowest of the compared OMol25 structures with the same formula, charge and spin, the calculation gives 311.1 kcal/mol. As for the energy: -89522.4711 eV. The value obtained for the highest occupied orbital energy is -0.242 Eh. Its spin multiplicity is 1. Its gap between HOMO and LUMO is 0.1508 Ha.

=====

A 3-piece molecular cluster, C8H16N2O4 overall at a distorted geometry. Source: the OMol25 dataset; level of theory: ωB97M-V with the def2-TZVPD basis set.

Last column: Löwdin charge in e.
CARTESIAN COORDINATES (ANGSTROEM)
C (1.21, 0.69, 0.05)  -0.541
C (-0.08, 0.16, -0.40)  -0.449
C (2.33, -0.13, -0.56)  -0.332
C (2.14, -1.60, 0.20)  -0.074
C (3.88, 0.44, -0.39)  -0.084
C (-2.61, 0.24, 0.49)  -0.123
C (-2.97, -1.27, 0.27)  -0.531
C (-3.49, 0.89, -0.53)  -0.239
H (0.67, -0.38, 1.80)  0.242
H (2.75, 0.87, 1.73)  0.244
H (1.24, 1.73, -0.32)  0.171
H (2.15, -0.31, -1.61)  0.103
H (0.91, -1.76, 0.26)  0.115
H (2.54, -1.40, 1.27)  0.064
H (2.62, -2.56, -0.11)  0.070
H (4.50, -0.73, -0.49)  0.151
H (4.40, 1.24, -1.16)  0.110
H (3.99, 0.88, 0.65)  0.008
H (-0.79, 0.80, 1.32)  0.103
H (-2.79, 0.38, 1.58)  0.169
H (-2.96, 0.64, -1.34)  0.086
H (-4.51, 0.34, -0.54)  0.172
H (-4.22, 2.55, -1.07)  0.163
H (-1.28, -1.38, -1.01)  0.147
N (1.32, 0.89, 1.39)  0.000
N (-1.07, 0.39, 0.45)  0.156
O (-0.11, -0.44, -1.55)  -0.007
O (-4.07, -1.61, 0.65)  0.089
O (-3.47, 2.28, -0.38)  -0.062
O (-2.23, -1.85, -0.64)  0.079

For the energy above the lowest of the compared OMol25 structures with the same formula, charge and spin, the calculation gives 198.2 kcal/mol. As for the energy: -19718.1859 eV. The value obtained for the highest occupied orbital energy is -0.362 Eh. Its spin multiplicity is 1. Its gap between HOMO and LUMO is 0.3595 Ha.

=====

A 4-piece molecular cluster, C16H22Br2N2O overall at a distorted geometry. Source: the OMol25 dataset; level of theory: ωB97M-V with the def2-TZVPD basis set.

Last column: Löwdin charge in e.
CARTESIAN COORDINATES (ANGSTROEM)
C (25.63, 2.58, 6.11)  -0.078
C (26.10, 1.39, 6.64)  -0.069
C (27.30, 0.91, 6.13)  -0.161
N (28.13, 1.62, 5.39)  0.050
C (27.74, 2.84, 5.03)  -0.156
C (26.48, 3.34, 5.32)  -0.072
H (24.64, 3.00, 6.28)  0.100
H (25.45, 0.79, 7.26)  0.085
H (27.67, -0.07, 6.43)  0.104
H (28.47, 3.42, 4.48)  0.103
H (26.17, 4.30, 4.94)  0.101
C (17.67, 2.32, 2.11)  -0.074
C (16.30, 2.21, 2.18)  -0.076
C (15.66, 2.41, 3.40)  -0.160
N (16.30, 2.76, 4.51)  0.060
C (17.63, 2.87, 4.42)  -0.161
C (18.37, 2.66, 3.27)  -0.063
H (18.21, 2.12, 1.19)  0.105
H (15.75, 1.98, 1.28)  0.100
H (14.60, 2.21, 3.48)  0.104
H (18.12, 3.15, 5.35)  0.067
H (19.44, 2.73, 3.32)  0.102
C (21.30, 1.57, 7.90)  -0.172
C (22.36, 0.83, 7.09)  -0.175
C (22.01, 1.28, 5.69)  -0.229
O (21.77, 2.67, 5.83)  -0.147
C (21.09, 2.87, 7.08)  -0.194
H (21.39, 1.65, 8.98)  0.112
H (20.39, 0.97, 7.77)  0.055
H (22.34, -0.25, 7.23)  0.118
H (23.38, 1.09, 7.38)  0.078
H (21.16, 0.70, 5.30)  0.123
H (22.82, 1.11, 4.98)  0.121
H (20.02, 2.97, 6.89)  0.036
H (21.51, 3.78, 7.50)  0.119
Br (14.46, 4.92, 9.30)  0.624
C (16.18, 4.02, 9.19)  -0.711
C (16.02, 2.82, 8.30)  -0.671
Br (17.77, 1.92, 8.13)  0.704
H (16.41, 3.70, 10.20)  0.052
H (16.93, 4.72, 8.84)  0.056
H (15.73, 3.04, 7.28)  0.035
H (15.37, 2.07, 8.73)  0.052

For the energy above the lowest of the compared OMol25 structures with the same formula, charge and spin, the calculation gives 0.0 kcal/mol. The SMILES is c1ccncc1.c1ccncc1.C1CCOC1.BrCCBr. As for the energy: -162060.5414 eV. The value obtained for the highest occupied orbital energy is -0.354 Eh. Its spin multiplicity is 1. Its gap between HOMO and LUMO is 0.3773 Ha.